Record 1
Computed, not measured: a single C6H13N3 molecule in a non-equilibrium geometry, with wB97M-V/def2-TZVPD.

XYZ file:
```
22
Properties=species:S:1:pos:R:3:forces:R:3
C 0.538 1.590 1.122 -0.325 0.139 0.021
C -0.122 1.421 -0.234 -2.927 0.088 0.764
C -1.468 0.105 -0.011 3.769 0.579 -2.182
C -2.880 0.363 -0.415 -0.352 0.459 0.898
N -1.029 -1.078 0.104 -1.899 -0.787 0.513
C 0.276 -1.410 -0.001 2.055 1.483 -0.835
N 0.814 -2.259 0.969 -0.548 0.615 -0.181
C 1.047 -0.720 -0.921 -0.002 -2.164 0.389
N 2.443 -0.777 -0.917 -1.152 0.056 -0.061
H 1.105 2.525 1.167 0.008 -0.112 0.040
H 1.200 0.761 1.341 0.273 -0.133 -0.008
H -0.208 1.598 1.920 0.019 0.119 -0.042
H -0.842 2.218 -0.423 -0.062 0.478 0.343
H 0.594 1.592 -1.044 -0.243 -0.874 0.005
H -3.012 0.326 -1.499 0.239 0.050 0.047
H -3.536 -0.394 0.027 0.198 -0.001 -0.099
H -3.215 1.336 -0.049 -0.024 0.060 -0.182
H 1.783 -2.540 0.935 -0.640 -0.282 0.163
H 0.144 -2.552 1.663 0.671 -0.194 0.105
H 0.610 -0.438 -1.868 -0.109 0.409 0.348
H 2.887 -0.515 -1.786 0.530 -0.431 0.757
H 2.871 -1.154 -0.081 0.522 0.444 -0.805
```
Forces are in eV/Å.

## Properties
frontier orbital gap = 7.439 eV
energy = -400.57114 Eh
relative energy (zero: lowest compared OMol25 entry of this formula, charge and spin) = 319.95 kJ/mol
E_LUMO = 1.0085 eV
HOMO energy = -0.2363 Ha


Record 2
Computed, not measured: a single CH5N3O2 molecule in a non-equilibrium geometry, with wB97M-V/def2-TZVPD.

XYZ file:
```
11
Properties=species:S:1:pos:R:3:forces:R:3
N 1.281 0.952 -0.428 1.342 0.041 -0.428
N 1.125 -0.382 -0.496 -2.841 -3.378 0.978
C -0.264 -0.849 0.492 3.798 1.706 0.623
N -1.283 0.087 0.184 -0.932 0.033 -1.076
O -1.099 1.262 0.455 0.148 0.135 0.750
O -2.229 -0.300 -0.453 -1.193 -0.517 -0.791
H 0.547 1.534 -0.817 -0.180 0.035 0.380
H 1.387 0.980 0.571 0.184 1.894 0.194
H 0.975 -0.833 -1.421 -0.115 1.068 0.689
H -0.434 -1.893 0.372 -0.686 -0.407 -0.394
H -0.007 -0.559 1.540 0.476 -0.610 -0.925
```
Forces are in eV/Å.

## Properties
frontier orbital gap = 9.099 eV
energy = -355.65947 Eh
relative energy (zero: lowest compared OMol25 entry of this formula, charge and spin) = 432.57 kJ/mol
E_LUMO = 0.0002 eV
HOMO energy = -0.3344 Ha


Record 3
Computed, not measured: a molecular structure, C35H57N2O2P2Ru in a non-equilibrium geometry, with wB97M-V/def2-TZVPD.

XYZ file:
```
99
Properties=species:S:1:pos:R:3:forces:R:3
C -1.853 -1.962 -1.711 0.218 0.313 -0.219
C 0.331 -2.091 -2.630 -1.330 -0.571 -0.941
C -2.269 -2.986 -2.551 -0.134 -0.183 -0.168
C -0.171 -2.892 -3.712 1.228 0.159 1.341
C -1.440 -3.427 -3.586 -0.530 0.304 0.095
H -3.271 -3.368 -2.379 0.180 -0.158 -0.335
H 0.559 -3.201 -4.467 -0.486 -0.091 0.196
H -1.805 -4.170 -4.282 0.028 0.029 -0.059
N -0.584 -1.519 -1.764 0.253 -0.065 0.305
P -2.327 0.347 -0.179 -2.398 -0.427 1.207
P 2.115 -0.906 -0.914 1.600 -1.135 0.746
C -2.824 -1.321 -0.743 -0.159 -0.654 -0.271
H -3.819 -1.256 -1.208 0.237 -0.058 0.087
H -2.965 -1.989 0.119 0.209 0.175 -0.031
C 0.330 1.121 1.028 0.893 4.934 4.965
O 0.490 1.937 1.865 -0.544 -3.533 -3.116
C 1.733 -1.972 -2.374 -1.477 4.388 -1.777
H 2.310 -1.738 -3.266 0.315 -0.976 -0.017
C 3.566 0.461 -1.011 0.013 -0.227 -0.638
C 2.902 -2.565 -0.338 0.362 -0.050 0.799
C -3.215 1.442 -1.424 -0.133 0.824 -0.609
C -3.242 0.515 1.524 0.123 0.214 0.159
C 3.142 1.857 -0.539 -0.472 -0.037 0.074
H 2.839 1.880 0.513 0.052 -0.021 -0.178
H 4.014 2.530 -0.637 -0.379 -0.338 -0.009
H 2.332 2.257 -1.156 0.144 0.087 0.183
C 4.804 0.110 -0.175 0.185 -0.195 -0.024
H 4.574 0.091 0.897 0.045 -0.021 -0.292
H 5.292 -0.820 -0.476 -0.172 0.160 0.126
H 5.550 0.909 -0.309 -0.275 -0.140 -0.106
C 3.912 0.577 -2.500 0.426 0.098 -0.084
H 4.583 1.442 -2.637 -0.112 -0.348 -0.005
H 4.423 -0.317 -2.884 -0.177 0.277 0.008
H 3.015 0.783 -3.102 0.104 -0.096 0.051
C 3.448 -2.509 1.078 0.231 -0.066 0.451
H 2.649 -2.192 1.759 0.276 -0.145 -0.132
H 3.783 -3.522 1.360 -0.130 0.354 -0.011
H 4.303 -1.839 1.197 -0.247 -0.283 -0.047
C 1.781 -3.623 -0.349 -0.367 0.023 -0.107
H 0.920 -3.245 0.221 0.158 -0.251 -0.094
H 1.440 -3.865 -1.364 0.147 -0.127 0.389
H 2.121 -4.570 0.093 0.080 0.404 0.006
C 3.997 -2.926 -1.382 0.244 -0.110 -0.229
H 3.975 -2.322 -2.301 0.203 -0.229 0.478
H 5.015 -2.851 -0.983 -0.316 -0.087 0.082
H 3.835 -3.959 -1.718 0.152 0.174 0.159
C -3.125 1.971 1.998 -0.021 0.130 0.071
H -3.514 2.037 3.027 0.137 -0.049 -0.305
H -2.078 2.303 2.019 -0.269 0.053 0.021
H -3.720 2.663 1.391 0.144 -0.187 0.214
C -2.521 -0.368 2.546 0.387 -0.102 -0.006
H -2.624 -1.437 2.315 0.050 0.212 0.061
H -1.454 -0.126 2.608 -0.194 -0.161 0.038
H -2.957 -0.205 3.548 0.073 -0.010 -0.464
C -4.724 0.088 1.532 -0.203 0.078 -0.208
H -5.034 -0.023 2.584 0.214 -0.021 -0.340
H -5.394 0.839 1.099 0.248 -0.335 0.124
H -4.898 -0.877 1.037 -0.004 0.195 0.143
C -2.994 0.954 -2.887 -0.025 0.058 0.158
H -3.651 1.546 -3.556 0.432 -0.244 0.373
H -1.956 1.084 -3.225 -0.304 -0.219 0.048
H -3.291 -0.099 -3.011 0.145 0.352 -0.070
C -2.676 2.882 -1.240 -0.117 0.121 -0.172
H -1.595 2.924 -1.385 -0.790 0.331 0.282
H -3.153 3.543 -1.989 0.149 -0.249 0.373
H -2.903 3.267 -0.236 0.054 -0.037 -0.510
C -4.758 1.502 -1.242 -0.038 -0.051 0.059
H -5.216 0.505 -1.149 0.081 0.384 0.011
H -5.054 2.138 -0.392 0.157 -0.405 -0.352
H -5.184 1.969 -2.150 0.254 -0.191 0.440
Ru 0.000 0.118 -0.458 0.105 -2.715 -0.487
N 0.041 1.633 -1.676 0.213 4.645 -6.638
C 0.063 2.337 -2.685 2.293 -5.016 3.959
C 0.667 2.401 -4.026 -0.510 1.807 -0.998
C 0.758 3.685 -4.613 -0.833 -1.816 2.461
C 1.058 1.268 -4.857 -0.573 -0.125 1.095
C 0.923 3.825 -5.999 0.505 1.214 -1.046
H 0.573 4.531 -3.944 0.033 -0.062 -0.537
C 1.283 1.451 -6.236 0.162 1.938 -1.877
H 1.181 0.227 -4.495 -0.313 0.881 0.224
C 1.184 2.727 -6.830 0.188 -1.500 -0.043
H 0.840 4.849 -6.407 0.032 -0.670 0.039
H 1.536 0.622 -6.890 -0.044 -0.087 0.333
H 1.306 2.885 -7.919 -0.052 -0.269 0.824
C 0.711 -4.025 2.787 -0.061 -0.560 0.101
C -0.257 -2.883 2.535 -0.210 0.647 0.179
O 0.386 -1.595 2.397 -0.309 -0.343 -0.167
C 1.044 -1.108 3.580 0.342 0.088 -0.153
C 0.438 -1.558 4.889 0.029 0.037 0.106
H 1.745 -3.679 2.915 -0.405 -0.153 0.001
H 0.676 -4.733 1.950 0.175 0.065 0.337
H 0.407 -4.564 3.694 0.255 0.029 -0.247
H -0.818 -3.024 1.597 0.187 0.095 0.230
H -1.000 -2.828 3.351 0.242 -0.006 -0.431
H 2.107 -1.394 3.532 -0.225 0.011 0.157
H 1.018 -0.014 3.500 -0.048 -0.181 0.052
H 0.596 -2.628 5.052 -0.089 0.196 0.091
H 0.938 -1.016 5.694 -0.060 -0.088 -0.002
H -0.632 -1.334 4.944 0.141 -0.009 0.037
```
Forces are in eV/Å.

## Properties
multiplicity = 5
frontier orbital gap (spin up / spin down) = 6.041 / 2.634 eV
energy = -2404.26076 Eh
E_LUMO (spin up / spin down) = -10.1260 / -13.6449 eV
net charge = +3
HOMO energy (spin up / spin down) = -0.5941 / -0.5982 Ha


Record 4
Computed, not measured: a molecular structure, C26H37HfN2P2S5Si in a non-equilibrium geometry, with wB97M-V/def2-TZVPD.

XYZ file:
```
74
Properties=species:S:1:pos:R:3:forces:R:3
Hf 1.685 0.011 2.042 -0.658 -1.258 0.048
S 7.303 0.221 4.707 0.493 0.145 0.165
C 5.727 0.189 4.402 -0.149 0.092 -0.342
S 4.850 -1.310 4.263 0.080 0.107 0.103
C 3.291 -0.606 4.051 -1.712 -0.007 -0.476
C 3.170 0.769 3.940 1.252 -0.233 0.123
S 1.769 1.781 3.647 -0.040 0.196 0.625
S 4.751 1.597 4.050 -0.361 -0.181 0.077
S 1.952 -1.758 3.779 0.392 0.505 -0.084
C -0.811 -3.035 1.720 -0.663 -0.647 2.884
P 0.073 -1.910 0.692 0.302 0.421 -0.896
C -1.287 -1.001 -0.179 -0.468 0.349 -0.264
N -2.036 -1.609 -1.079 0.594 0.473 -0.248
C -2.803 -0.824 -1.890 -0.884 -2.371 -1.369
C -3.540 -1.458 -2.968 -0.561 0.843 0.201
C -4.393 -0.728 -3.775 1.591 -0.232 0.944
C -4.492 0.684 -3.561 0.256 0.156 -0.202
C -3.703 1.341 -2.647 -0.439 -1.783 0.039
C -2.869 0.553 -1.800 0.542 0.945 0.374
N -2.142 1.149 -0.837 0.211 0.459 1.405
C -1.440 0.415 0.015 -0.303 -0.343 -1.470
P -0.694 1.177 1.457 1.201 1.374 0.774
C -0.187 2.868 0.954 -1.710 -0.034 1.170
C -2.023 1.339 2.731 0.308 -0.841 0.972
C -3.329 1.653 2.063 0.378 -0.946 -1.935
C -1.734 2.396 3.813 -0.211 0.042 -0.588
C -2.052 -0.042 3.378 0.048 -0.949 0.334
C 1.031 -2.986 -0.583 -1.219 0.564 -0.530
C 1.023 -2.225 -1.943 -1.382 0.158 1.426
C 2.406 -2.946 0.007 1.509 -2.673 -0.124
C 0.518 -4.461 -0.804 1.026 2.178 -0.508
H -1.595 -3.567 1.197 0.095 -0.370 -0.271
H -1.331 -2.532 2.593 0.647 -0.225 -1.141
H -0.109 -3.715 2.267 -0.464 0.225 -0.813
H -3.455 -2.512 -3.151 0.233 -0.345 0.238
H -4.847 -1.271 -4.600 -0.335 0.492 0.179
H -5.173 1.247 -4.178 -0.137 0.154 -0.060
H -3.790 2.369 -2.401 -0.004 0.812 -0.184
H -1.080 3.505 0.828 0.415 -0.225 -0.225
H 0.308 2.680 0.049 0.808 0.278 -1.228
H 0.468 3.329 1.693 0.037 -0.190 -0.087
H -3.146 2.551 1.490 -0.493 0.409 -0.384
H -4.086 1.847 2.784 -0.771 -0.048 0.522
H -3.613 0.827 1.325 0.024 1.159 1.161
H -1.628 3.391 3.378 0.228 0.008 0.043
H -0.886 2.143 4.438 0.151 0.057 0.022
H -2.628 2.446 4.437 0.060 -0.090 0.149
H -2.375 -0.805 2.646 0.099 0.302 0.249
H -2.732 -0.134 4.237 -0.049 0.338 -0.265
H -1.060 -0.339 3.770 -0.299 0.144 -0.179
H 1.318 -1.188 -1.835 0.421 0.062 0.164
H -0.004 -2.162 -2.338 0.497 -0.491 -0.185
H 1.701 -2.744 -2.569 0.558 -0.406 -1.023
H 2.882 -2.000 -0.095 0.371 0.824 0.067
H 3.073 -3.721 -0.485 -0.643 0.959 0.001
H 2.460 -3.327 1.030 -0.238 0.411 0.289
H -0.333 -4.430 -1.461 -0.517 -0.225 -0.047
H 0.333 -4.935 0.116 -0.459 -0.744 1.074
H 1.332 -4.988 -1.300 -0.014 -0.069 -0.105
C 3.839 1.778 -3.309 -0.739 -1.126 0.865
Si 2.029 1.648 -2.738 0.664 0.809 0.681
C 0.948 0.660 -3.890 -2.537 0.000 0.953
C 1.165 3.314 -2.539 0.010 0.179 0.913
C 2.230 0.964 -0.952 0.136 -0.296 0.133
C 2.553 0.543 0.167 -0.029 0.533 -1.373
H 3.826 1.682 -4.389 0.451 -0.362 -0.163
H 4.431 1.001 -2.745 -0.468 0.597 -1.055
H 4.267 2.729 -3.068 0.154 0.658 0.235
H 0.809 1.206 -4.809 0.410 0.404 -0.481
H -0.172 0.613 -3.540 2.019 -0.065 -0.154
H 1.243 -0.338 -4.151 0.271 -0.524 -0.003
H 0.681 3.574 -3.458 -0.359 0.066 -0.755
H 1.796 4.198 -2.299 -0.249 -0.793 0.161
H 0.341 3.220 -1.791 0.619 0.206 -0.547
```
Forces are in eV/Å.

## Properties
frontier orbital gap = 6.823 eV
energy = -4133.43796 Eh
relative energy (zero: lowest compared OMol25 entry of this formula, charge and spin) = 0.00 kJ/mol
E_LUMO = -3.8403 eV
net charge = +1
HOMO energy = -0.3919 Ha